Below is a molecular structure, C30H47AuBClN7, with properties calculated with ωB97M-V with the def2-TZVPD basis set.

Results
* E_tot: -59190.6948 eV
* net charge: +1
* Kohn-Sham gap (spin up / spin down): 8.820 / 5.359 eV
* <S²>: 2.007
* 2S+1: 3
* HOMO level (spin up / spin down): -11.4 / -11.4 eV

Geometry (Å):
Au1 -0.286 0.102 -0.493
Cl1 0.698 -3.894 2.202
N1 -1.341 -1.686 -0.350
N2 -1.057 1.530 1.954
N3 0.613 1.942 -0.638
N4 0.801 2.549 0.562
N5 1.366 0.537 1.974
N6 -1.773 1.315 0.807
N7 1.560 -0.233 0.863
C1 0.373 1.055 -3.364
C2 3.050 -0.828 2.398
C3 -5.017 2.431 0.134
C4 -1.860 -2.007 0.846
C5 -0.080 3.477 -3.742
C6 0.876 2.472 -3.086
C7 2.279 2.628 -3.688
C8 2.283 0.202 2.907
C9 -5.023 -0.056 0.433
C10 -3.583 1.001 -1.315
C11 3.067 -2.015 0.047
C12 3.628 -1.173 -1.113
C13 0.954 2.783 -1.610
C14 -4.155 1.160 0.092
C15 1.603 4.736 1.454
C16 -3.060 1.312 1.123
C17 -1.911 1.704 2.983
C18 -3.161 -3.777 -0.114
C19 -1.457 1.997 4.374
C20 2.385 0.875 4.235
C21 -3.196 1.563 2.499
C22 1.274 3.790 0.348
C23 1.388 3.973 -1.016
C24 -1.706 -2.395 -1.427
C25 1.937 -2.897 -0.483
C26 4.166 -2.905 0.621
C27 -4.168 -4.879 0.016
C28 -2.759 -3.038 0.994
C29 2.555 -1.072 1.111
C30 -2.604 -3.436 -1.344
B1 0.482 1.822 1.899
H1 -4.400 0.923 -2.035
H2 2.252 2.414 -4.758
H3 -5.805 2.371 -0.620
H4 0.729 4.941 2.073
H5 4.438 -0.534 -0.758
H6 2.309 -3.644 -1.186
H7 -2.321 2.070 5.031
H8 -4.414 3.317 -0.067
H9 -2.978 0.095 -1.403
H10 -5.156 -4.452 0.200
H11 1.745 4.859 -1.514
H12 -3.931 -5.527 0.860
H13 -1.251 -2.118 -2.369
H14 -1.079 3.407 -3.306
H15 1.955 5.674 1.033
H16 1.025 0.299 -2.914
H17 3.857 -1.334 2.901
H18 3.798 -3.498 1.461
H19 0.274 4.500 -3.614
H20 -5.404 0.003 1.454
H21 -1.528 -1.416 1.690
H22 -2.963 1.857 -1.590
H23 -5.877 -0.108 -0.245
H24 2.633 1.932 4.133
H25 -0.656 0.919 -3.009
H26 1.489 -3.470 0.361
H27 -0.903 2.934 4.426
H28 2.851 -0.533 -1.536
H29 4.019 -1.821 -1.900
H30 1.137 -2.321 -0.949
H31 2.654 3.643 -3.556
H32 2.985 1.942 -3.217
H33 4.526 -3.589 -0.149
H34 -4.222 -5.484 -0.886
H35 -3.142 -3.265 1.980
H36 -5.490 2.556 1.109
H37 -4.451 -0.984 0.335
H38 2.382 4.333 2.101
H39 -4.107 1.657 3.066
H40 -0.807 1.207 4.753
H41 0.366 0.878 -4.440
H42 5.015 -2.311 0.965
H43 -2.864 -3.983 -2.240
H44 1.450 0.808 4.791
H45 -0.157 3.276 -4.812
H46 0.770 2.538 2.812
H47 3.164 0.396 4.823

---

Below is C10H11ClN2O4 in the gas phase in a non-equilibrium geometry, with properties calculated with ωB97M-V with the def2-TZVPD basis set.

Results
* E_tot: -34239.6781 eV
* Kohn-Sham gap: 10.141 eV
* HOMO level: -10.0 eV

Geometry (Å):
Cl1 4.363 -1.166 1.137
O1 2.985 1.617 -1.084
O2 -1.091 1.207 -0.868
O3 0.348 -2.034 -0.743
O4 1.377 1.847 0.481
N1 -2.062 -0.820 -0.559
N2 1.632 -2.445 -0.732
C1 -4.117 -0.575 0.775
C2 -3.424 -0.347 -0.536
C3 1.663 3.229 0.652
C4 -3.539 -0.990 1.886
C5 -1.011 0.011 -0.690
C6 2.389 -1.385 -0.630
C7 3.865 -1.449 -0.560
C8 0.299 -0.695 -0.633
C9 1.583 -0.211 -0.551
C10 2.066 1.186 -0.436
H1 0.890 3.807 0.145
H2 -3.994 -0.835 -1.337
H3 -5.176 -0.358 0.752
H4 -1.903 -1.804 -0.403
H5 -4.098 -1.126 2.795
H6 -2.484 -1.201 1.943
H7 1.643 3.433 1.721
H8 -3.387 0.727 -0.750
H9 4.313 -0.656 -1.158
H10 2.642 3.466 0.232
H11 4.227 -2.433 -0.851